Entry 1:
The following is a quantum chemistry calculation of a structure of composition C40H40BrN11O4Ti, from the OMol25 dataset.

Computed properties:
ΔE to the lowest compared entry with this formula, charge and spin = 5.1 kcal per mole
E_LUMO (alpha / beta) = -0.1012 / -0.1014 Ha
orbital gap (alpha / beta) = 7.0169 / 7.3473 eV
total charge = +1
<S²> = 0.752
spin multiplicity = 2

```
97
Properties=species:S:1:pos:R:3:mulliken_spin:R:1
Ti 0.858 -1.737 -0.393 0.832
O -3.553 -2.015 3.013 0.000
C -3.210 -3.329 2.788 0.000
C -3.778 -4.369 3.504 0.000
C -3.415 -5.677 3.217 0.000
C -2.493 -5.940 2.216 0.000
C -1.930 -4.886 1.510 0.000
C -2.273 -3.574 1.788 0.000
C -1.667 -2.413 1.033 0.024
O -0.571 -2.753 0.284 0.029
N -2.717 -1.858 0.141 0.000
N -2.284 -0.965 -0.779 0.006
C -3.069 -0.021 -1.119 0.005
C -2.761 0.907 -2.200 -0.003
Br -1.514 0.304 -3.500 0.001
C -3.327 2.102 -2.403 0.000
C -4.166 2.828 -1.432 0.000
C -5.201 3.644 -1.893 0.000
C -5.977 4.372 -1.005 0.000
C -5.722 4.305 0.358 0.000
C -4.680 3.516 0.827 0.000
C -3.901 2.787 -0.059 0.000
H -4.174 -1.971 3.747 0.000
H -4.505 -4.158 4.281 0.000
H -3.861 -6.488 3.777 0.000
H -2.214 -6.959 1.987 0.000
H -1.203 -5.067 0.731 0.001
H -1.388 -1.634 1.761 -0.002
H -3.538 -1.570 0.673 0.001
H -4.031 0.136 -0.623 0.001
H -3.157 2.596 -3.356 0.000
H -5.404 3.697 -2.956 0.000
H -6.782 4.991 -1.377 0.000
H -6.329 4.872 1.051 0.000
H -4.469 3.473 1.887 0.000
H -3.059 2.206 0.301 0.000
C 0.350 -2.384 -4.613 -0.001
C 1.177 -1.473 -5.275 0.005
C 2.011 -0.671 -4.536 -0.004
C 2.059 -0.779 -3.137 0.024
N 1.226 -1.639 -2.509 -0.018
C 0.395 -2.407 -3.244 0.032
N 2.977 0.025 -2.494 0.008
C 3.364 -0.251 -1.287 0.007
N 2.846 -1.200 -0.459 0.001
C 3.675 -1.343 0.630 -0.016
N 3.644 -2.278 1.508 0.000
C 2.883 -3.427 1.314 -0.003
C 3.108 -4.466 2.224 -0.007
C 2.526 -5.692 2.020 0.002
C 1.710 -5.877 0.903 0.003
C 1.470 -4.791 0.097 0.012
N 2.016 -3.581 0.294 -0.020
C 4.711 -0.288 0.573 -0.004
C 5.750 0.028 1.425 0.002
C 6.579 1.083 1.056 0.000
C 6.383 1.771 -0.141 0.001
C 5.351 1.424 -1.008 0.000
C 4.516 0.394 -0.620 0.003
H -0.333 -3.027 -5.148 0.000
H 1.158 -1.400 -6.354 0.000
H 2.679 0.043 -4.997 0.000
H -0.277 -3.044 -2.678 -0.006
H 3.775 -4.270 3.051 0.000
H 2.706 -6.508 2.707 0.000
H 1.247 -6.829 0.689 0.000
H 0.785 -4.866 -0.739 -0.002
H 5.904 -0.531 2.338 0.000
H 7.401 1.369 1.699 0.000
H 7.057 2.575 -0.404 0.000
H 5.211 1.927 -1.956 0.000
N 2.078 0.904 2.068 -0.003
C 1.320 1.914 1.353 0.015
C 0.789 3.034 2.269 0.001
C 0.069 4.236 1.655 0.000
C 0.860 5.035 0.615 0.000
N 1.024 4.360 -0.675 0.000
C 0.018 4.007 -1.463 0.000
N -1.200 4.519 -1.288 0.000
N 0.244 3.204 -2.510 0.000
C 0.225 1.277 0.483 0.005
O -0.680 1.966 0.033 -0.002
O 0.339 0.018 0.254 0.070
H 1.490 0.403 2.726 0.002
H 2.842 1.318 2.588 0.000
H 2.016 2.361 0.630 0.000
H 1.648 3.402 2.840 0.000
H 0.117 2.572 2.999 0.000
H -0.148 4.936 2.467 0.000
H -0.888 3.922 1.243 0.000
H 1.863 5.254 0.980 0.000
H 0.385 6.004 0.447 0.000
H 1.923 3.966 -0.897 0.000
H -1.398 5.044 -0.453 0.000
H -1.990 4.027 -1.675 0.000
H 1.040 2.586 -2.452 0.000
H -0.559 2.765 -2.945 0.000
```



Entry 2:
The following is a quantum chemistry calculation of an isolated molecule of C4H6O2, from the OMol25 dataset.

Computed properties:
ΔE to the lowest compared entry with this formula, charge and spin = 23.3 kcal per mole
E_LUMO = 0.0309 Ha
SMILES = O=CCCC=O
orbital gap = 10.6419 eV

```
12
Properties=species:S:1:pos:R:3:mulliken_charge:R:1
O 1.891 -0.309 -0.803 -0.468
C 1.326 0.758 -0.736 0.085
C 0.075 1.002 0.069 -0.619
C -0.433 -0.249 0.793 -0.479
C -0.766 -1.347 -0.200 -0.006
O -1.828 -1.399 -0.774 -0.482
H 1.717 1.638 -1.288 0.347
H -0.696 1.393 -0.609 0.311
H 0.287 1.811 0.782 0.325
H 0.322 -0.603 1.502 0.280
H -1.351 -0.002 1.336 0.342
H 0.032 -2.086 -0.400 0.362
```



Entry 3:
The following is a quantum chemistry calculation of a structure of composition C6H15ClCrNO4P, from the OMol25 dataset.

Computed properties:
ΔE to the lowest compared entry with this formula, charge and spin = 0.0 kcal per mole
E_LUMO (alpha / beta) = 0.1120 / 0.1126 Ha
orbital gap (alpha / beta) = 8.3595 / 8.3270 eV
total charge = -1
<S²> = 3.803
spin multiplicity = 4

```
29
Properties=species:S:1:pos:R:3:mulliken_spin:R:1
Cr -8.443 19.795 -9.926 3.171
P -9.951 18.204 -9.329 0.014
O -10.891 17.155 -8.963 0.003
O -9.828 19.583 -8.549 -0.040
O -9.961 18.906 -10.773 -0.055
O -8.370 17.926 -9.364 -0.082
Cl -7.156 21.452 -8.887 0.024
C -9.107 21.640 -12.348 0.011
C -7.651 21.216 -12.319 -0.004
N -7.424 19.834 -11.813 -0.069
C -5.949 19.641 -11.682 -0.001
C -5.526 18.738 -10.538 0.009
C -7.948 18.883 -12.810 0.001
C -7.695 17.414 -12.526 0.014
H -9.526 21.698 -11.341 -0.009
H -9.731 20.965 -12.929 0.000
H -9.178 22.632 -12.797 0.001
H -7.183 21.318 -13.307 0.003
H -7.119 21.890 -11.646 0.003
H -5.579 19.232 -12.632 0.001
H -5.468 20.614 -11.591 -0.003
H -5.551 19.267 -9.585 0.001
H -6.167 17.863 -10.442 0.002
H -4.496 18.406 -10.696 0.002
H -7.523 19.132 -13.798 0.004
H -9.021 19.010 -12.904 0.001
H -6.643 17.156 -12.404 0.000
H -8.115 16.822 -13.341 0.000
H -8.213 17.102 -11.618 -0.003
```



Entry 4:
The following is a quantum chemistry calculation of an isolated molecule of C4H7ClFN, from the OMol25 dataset.

Computed properties:
ΔE to the lowest compared entry with this formula, charge and spin = 0.0 kcal per mole
E_LUMO = 0.0317 Ha
SMILES = NC/C(=C\Cl)CF
orbital gap = 10.3799 eV

```
14
Properties=species:S:1:pos:R:3:mulliken_charge:R:1
N -1.000 1.741 0.147 -0.633
C 0.119 1.072 -0.507 -0.619
C 0.421 -0.340 -0.056 0.498
C 1.630 -0.868 0.049 -0.355
Cl 3.106 -0.017 -0.237 -0.188
C -0.778 -1.193 0.271 -0.439
F -1.726 -1.075 -0.733 -0.304
H -1.865 1.230 -0.033 0.281
H -0.881 1.762 1.138 0.231
H -0.089 1.057 -1.580 0.288
H 1.020 1.701 -0.362 0.434
H 1.785 -1.954 0.309 0.262
H -1.252 -0.840 1.207 0.215
H -0.492 -2.276 0.387 0.328
```



Entry 5:
The following is a quantum chemistry calculation of a cluster of 2 separate species, C22H18F3 in total, from the OMol25 dataset.

Computed properties:
ΔE to the lowest compared entry with this formula, charge and spin = 70.2 kcal per mole
E_LUMO = -0.2616 Ha
orbital gap = 4.5540 eV
total charge = +1

```
43
Properties=species:S:1:pos:R:3:mulliken_charge:R:1
H -0.367 -1.361 -0.185 -0.052
C -0.749 1.345 1.498 -0.157
C -2.145 1.023 1.699 0.042
C -3.107 1.974 2.008 -0.788
C 0.406 1.109 2.348 0.794
C 0.928 -0.195 2.588 0.157
C 1.957 -0.409 3.509 -0.700
C 2.482 0.662 4.248 -0.359
C 2.055 1.966 3.950 -0.523
C 1.111 2.200 2.941 -0.483
H -0.482 1.591 0.446 0.356
H -2.462 -0.043 1.525 0.301
H -4.159 1.713 2.151 0.285
H -2.885 3.029 2.138 0.280
H 0.521 -1.041 2.012 0.201
H 2.357 -1.417 3.662 0.403
H 3.207 0.480 5.047 0.402
H 2.486 2.813 4.493 0.389
H 0.923 3.226 2.573 0.395
F 3.267 1.663 -3.078 -0.309
C 2.939 0.555 -2.318 0.274
C 3.986 -0.210 -1.815 -0.765
C 3.603 -1.296 -1.040 0.438
F 4.590 -2.016 -0.398 -0.312
C 2.270 -1.679 -0.878 -1.133
C 1.238 -0.958 -1.514 1.085
C -0.177 -1.486 -1.258 -0.456
C -1.498 -1.161 -1.962 0.816
C -2.595 -1.973 -1.600 -0.830
C -3.853 -1.788 -2.166 -0.501
C -4.088 -0.738 -3.070 -0.682
C -3.009 0.120 -3.315 0.295
F -3.228 1.192 -4.153 -0.314
C -1.740 -0.036 -2.756 -0.477
C 1.578 0.254 -2.139 -0.503
H 5.037 0.038 -2.001 0.463
H 2.055 -2.518 -0.226 0.472
H -0.074 -2.581 -1.313 0.509
H -2.487 -2.725 -0.819 0.421
H -4.690 -2.438 -1.904 0.389
H -5.041 -0.602 -3.574 0.453
H -0.993 0.739 -2.896 0.270
H 0.834 0.980 -2.460 0.450
```



Entry 6:
The following is a quantum chemistry calculation of a structure of composition C26H48OP2Re, from the OMol25 dataset.

Computed properties:
ΔE to the lowest compared entry with this formula, charge and spin = 100.8 kcal per mole
E_LUMO (alpha / beta) = -0.2608 / -0.2785 Ha
orbital gap (alpha / beta) = 5.5574 / 5.2633 eV
total charge = +2
<S²> = 3.837
spin multiplicity = 4

```
78
Properties=species:S:1:pos:R:3:mulliken_spin:R:1
Re 0.058 0.628 -2.278 1.115
C -0.831 -1.269 -0.330 0.262
C 0.470 -1.295 -1.102 0.052
C 0.666 -0.033 0.887 -0.055
C -0.696 -0.398 0.755 0.080
C 1.406 -0.705 -0.096 0.562
C -1.961 -2.217 -0.416 0.022
H -1.701 -3.129 -0.957 0.002
H -2.839 -1.747 -0.883 0.022
H -2.280 -2.532 0.593 0.009
C -1.768 -0.095 1.734 0.019
H -2.710 0.116 1.211 -0.002
H -1.510 0.771 2.349 0.001
H -1.957 -0.940 2.416 0.002
C 1.262 0.774 1.969 0.006
H 1.364 0.206 2.905 0.006
H 0.638 1.648 2.173 0.005
H 2.260 1.125 1.686 -0.005
C 2.804 -1.151 0.148 -0.036
H 2.943 -1.480 1.196 0.015
H 3.504 -0.311 0.010 0.041
H 3.127 -1.999 -0.476 0.001
C 0.886 -2.603 -1.756 0.022
H 1.264 -3.275 -0.975 0.000
H 1.697 -2.478 -2.483 -0.004
H 0.052 -3.117 -2.251 -0.007
C -1.387 1.839 -4.415 0.243
C -2.210 0.661 -4.875 -0.064
C -1.445 -0.250 -5.848 0.015
C -0.044 -0.643 -5.338 -0.009
C 0.278 -0.357 -3.899 -0.052
C 1.323 0.876 -3.786 -0.094
C 1.157 2.015 -4.804 0.061
C -0.235 2.319 -5.276 -0.010
H -1.324 0.276 -6.810 0.000
H 0.760 -0.168 -5.935 0.000
H -2.034 -1.146 -6.108 0.002
H -0.384 2.004 -6.331 0.001
H -2.093 2.697 -4.248 -0.005
H -3.180 0.951 -5.335 0.005
H -0.374 3.419 -5.350 0.003
H 1.567 2.939 -4.388 -0.004
H 2.306 0.356 -3.963 -0.039
H 1.791 1.811 -5.687 -0.002
H 0.050 -1.735 -5.433 0.001
H 0.818 -1.231 -3.547 0.078
P -2.918 -0.221 -3.421 0.042
C -4.651 -0.092 -2.988 0.004
C -2.521 -1.958 -3.670 0.013
P 2.809 1.085 -1.921 0.322
C -1.979 0.747 -2.180 0.140
C 4.244 0.092 -2.466 0.036
C 3.287 2.810 -2.169 0.042
H -4.796 0.770 -2.328 -0.002
H -4.957 -0.992 -2.434 0.001
H -5.307 -0.020 -3.869 0.002
H -1.498 -2.112 -4.029 0.001
H -3.223 -2.425 -4.386 0.001
H -2.614 -2.506 -2.734 -0.007
H 3.074 3.073 -3.204 0.011
H 4.348 2.956 -1.944 0.000
H 2.693 3.423 -1.483 0.002
H -2.541 0.774 -1.205 -0.016
H -1.869 1.862 -2.551 0.017
H 4.796 -0.326 -1.604 0.000
H 4.926 0.684 -3.090 0.002
H 3.877 -0.746 -3.062 0.002
C -1.671 2.911 0.491 -0.004
C -0.672 3.235 -0.584 0.017
C 0.173 4.389 -0.086 0.006
O 0.141 2.123 -0.875 0.102
H -2.310 2.067 0.250 0.003
H -2.319 3.782 0.587 0.000
H -1.193 2.734 1.460 0.001
H -1.218 3.588 -1.479 -0.002
H 0.629 4.192 0.891 -0.002
H 0.927 4.718 -0.799 0.002
H -0.515 5.223 0.037 -0.001
```